Entry 1:
The following is a DFT calculation (the ωB97M-V functional and the def2-TZVPD basis) of a structure of composition C21H26AlNO5STe.

The geometry in XYZ format:
```
56
Properties=species:S:1:pos:R:3:forces:R:3
Al -0.4056 -0.3456 -0.3444 -1.10 1.08 0.49
C -5.6722 0.5138 3.6464 0.12 -0.06 -0.06
C -4.7851 -0.1861 2.6455 0.25 0.10 0.49
C -3.4684 -0.3174 2.9006 0.01 -0.11 0.24
C -2.4401 -0.8703 1.9409 0.61 -0.12 0.04
C -3.1656 -1.3883 0.7244 0.90 -0.34 -0.44
C -4.5184 -1.2715 0.5208 -0.61 -0.11 -0.13
C -5.3622 -0.6729 1.4397 -0.34 -0.13 -0.55
S -2.1596 -2.0615 -0.5027 -0.56 -1.29 -0.95
O -0.7747 -2.2616 0.0729 -0.24 0.19 0.24
O -2.7257 -3.2690 -1.0867 -0.20 0.36 0.19
N -1.6894 -1.0021 -1.6441 0.33 -0.83 0.90
C -2.5381 0.0202 -2.1610 -0.15 0.42 -0.05
C -1.7556 1.3521 -2.0160 -0.45 -0.26 -0.29
O -2.1536 2.3730 -2.5543 -0.15 0.21 -0.21
O -0.6965 1.2520 -1.2975 0.54 0.27 0.15
H -5.1208 0.7576 4.5562 0.01 0.02 0.00
H -6.5378 -0.0913 3.9229 -0.09 -0.09 -0.03
H -6.0484 1.4437 3.2146 -0.08 0.08 0.01
H -3.1001 0.0226 3.8637 -0.01 0.13 0.02
H -1.8977 -1.7188 2.4117 -0.07 0.31 -0.06
H -4.9117 -1.6952 -0.3989 -0.14 0.04 0.00
H -6.4283 -0.5861 1.2713 -0.01 -0.02 -0.10
H -3.4642 0.1035 -1.5769 -0.03 0.19 -0.05
H -2.8140 -0.1331 -3.2167 0.09 0.09 0.25
C 6.8976 0.0909 -3.7231 -0.09 0.03 0.02
C 5.6406 0.0908 -2.8955 0.03 -0.02 -0.05
C 5.1317 -1.0821 -2.3636 0.32 0.11 -0.12
C 4.0314 -1.0729 -1.5205 -0.28 -0.16 0.18
C 3.4964 -2.3706 -0.9970 0.06 -0.11 0.02
C 3.4100 0.1309 -1.1744 -0.16 -0.13 -0.17
Te 1.9662 0.1796 0.4178 1.04 0.01 0.27
C 3.8525 1.2991 -1.8038 -0.20 0.24 0.13
C 3.1234 2.5927 -1.6015 0.03 0.13 -0.01
C 4.9568 1.2710 -2.6400 0.29 -0.14 -0.07
H 7.2843 -0.9226 -3.8325 0.03 0.00 -0.08
H 7.6735 0.6973 -3.2482 0.02 0.00 -0.05
H 6.7090 0.5070 -4.7149 0.09 -0.02 -0.06
H 5.6258 -2.0214 -2.5947 -0.04 -0.05 0.02
H 4.0096 -3.2178 -1.4549 0.01 -0.04 -0.03
H 2.4264 -2.4359 -1.2052 0.04 -0.13 0.11
H 3.6172 -2.4210 0.0863 -0.11 -0.06 0.00
H 2.0708 2.4635 -1.8533 -0.10 0.08 0.11
H 3.5456 3.3770 -2.2311 0.03 0.05 -0.04
H 3.1728 2.9117 -0.5600 -0.09 0.01 0.02
H 5.3147 2.1910 -3.0909 -0.05 0.09 -0.01
C -0.1430 0.0543 3.6890 0.05 0.11 0.03
O -0.0990 -0.1137 2.3018 0.03 -0.14 0.34
C -1.3116 0.1351 1.5241 0.23 0.10 -0.45
C -1.7576 1.5872 1.7165 0.44 -0.39 -0.30
H -0.0613 1.1133 3.9766 -0.04 -0.02 0.04
H 0.7113 -0.4846 4.1096 0.00 0.05 0.02
H -1.0591 -0.3537 4.1236 0.00 -0.05 0.05
H -2.0494 1.8173 2.7454 -0.07 0.05 0.02
H -2.6090 1.7746 1.0648 -0.14 0.12 -0.01
H -0.9420 2.2456 1.4177 0.01 0.16 -0.06
```
Forces are in eV/Å.

Results
- 2S+1: 1
- Energy: -2155.51300 Eh
- M: 559.1 g mol⁻¹
- Charge: -2

Electronic structure analysis, natural (NBO) charges in units of e: number 1, Al, carries 1.646; number 2, C, carries -0.611; number 3, C, carries -0.022; number 4, C, carries -0.276; number 5, C, carries -0.242; number 6, C, carries -0.546; number 7, C, carries -0.122; number 8, C, carries -0.485; number 9, S, carries 2.262; number 10, O, carries -1.028; number 11, O, carries -0.975; number 12, N, carries -1.081; number 13, C, carries -0.348; number 14, C, carries 0.796; number 15, O, carries -0.695; number 16, O, carries -0.850; number 17, H, carries 0.194; number 18, H, carries 0.186; number 19, H, carries 0.196; number 20, H, carries 0.167; number 21, H, carries 0.186; number 22, H, carries 0.202; number 23, H, carries 0.179; number 24, H, carries 0.218; number 25, H, carries 0.188; number 26, C, carries -0.617; number 27, C, carries -0.037; number 28, C, carries -0.243; number 29, C, carries -0.025; number 30, C, carries -0.638; number 31, C, carries -0.269; number 32, Te, carries -0.103; number 33, C, carries 0.085; number 34, C, carries -0.659; number 35, C, carries -0.280; number 36, H, carries 0.201; number 37, H, carries 0.202; number 38, H, carries 0.203; number 39, H, carries 0.183; number 40, H, carries 0.186; number 41, H, carries 0.241; number 42, H, carries 0.231; number 43, H, carries 0.252; number 44, H, carries 0.184; number 45, H, carries 0.225; number 46, H, carries 0.184; number 47, C, carries -0.239; number 48, O, carries -0.608; number 49, C, carries -0.219; number 50, C, carries -0.667; number 51, H, carries 0.148; number 52, H, carries 0.170; number 53, H, carries 0.164; number 54, H, carries 0.176; number 55, H, carries 0.220; number 56, H, carries 0.211

***

Entry 2:
The following is a DFT calculation (the ωB97M-V functional and the def2-TZVPD basis) of a structure of composition C8H19CeClI2O2P.

The geometry in XYZ format:
```
34
Properties=species:S:1:pos:R:3:forces:R:3
I -1.7930 -1.3335 -0.0944 0.31 1.31 0.01
I -1.8855 1.7848 -0.4728 0.87 -1.11 0.16
Ce 1.3744 0.0644 0.1945 0.31 -0.06 -0.98
P 0.2839 0.0085 -2.7222 0.53 -0.10 -1.68
C -1.3524 -0.0684 -3.5612 -0.31 0.12 0.56
C 1.0524 1.3648 -3.6996 0.05 0.16 0.49
H 2.0742 -1.5775 -3.1055 -0.18 -0.12 -0.35
H 1.1660 -1.2327 -4.6300 -0.03 -0.13 0.42
H 0.4600 -2.3178 -3.3773 0.28 0.11 -0.11
C 1.0804 -1.4277 -3.5497 0.07 -0.13 0.51
H 2.0700 1.5338 -3.3170 -0.23 0.09 -0.32
H 1.0851 1.0823 -4.7644 -0.01 0.16 0.44
H -1.1955 -0.0671 -4.6562 -0.04 -0.04 0.58
H -1.9576 0.8048 -3.2646 0.16 -0.41 -0.36
H 0.4525 2.2769 -3.5704 0.28 -0.14 -0.12
H -1.8755 -0.9850 -3.2457 0.10 0.33 -0.30
C -4.3591 0.5060 0.3325 -1.81 -0.76 0.69
O -5.1857 -0.1065 0.7966 0.76 0.60 -0.42
Cl 3.7135 -0.2134 -0.8380 -1.12 0.09 0.54
C 1.6004 -2.0245 2.7953 0.31 0.23 0.46
C 0.5172 -1.0391 3.1555 -0.64 0.06 -0.03
O 0.7413 0.2484 2.4860 0.21 -0.41 0.16
C 0.3668 1.3976 3.2762 -0.42 0.88 0.64
C -1.1303 1.6623 3.3541 -0.07 -0.11 -0.15
H 1.6233 -2.2894 1.7213 0.05 -0.08 0.19
H 1.3962 -2.9467 3.3526 0.07 0.04 -0.34
H 2.5838 -1.6620 3.1395 -0.27 -0.16 -0.35
H -0.4634 -1.3651 2.7963 0.06 -0.16 0.35
H 0.4702 -0.8570 4.2399 0.10 -0.07 -0.41
H 0.7689 1.2916 4.2990 0.11 -0.10 -0.55
H 0.8684 2.2326 2.7917 0.13 0.18 0.09
H -1.6740 0.8243 3.7991 0.08 0.12 0.05
H -1.3105 2.5570 3.9646 0.16 -0.29 -0.01
H -1.5665 1.8734 2.3745 0.14 -0.11 0.14
```
Forces are in eV/Å.

Results
- 2S+1: 2
- Energy: -2338.20524 Eh
- M: 607.6 g mol⁻¹
- Charge: +2

Electronic structure analysis, natural (NBO) charges in units of e: number 1, I, carries 0.144; number 2, I, carries 0.285; number 3, Ce, carries 1.592; number 4, P, carries 0.722; number 5, C, carries -0.920; number 6, C, carries -0.917; number 7, H, carries 0.253; number 8, H, carries 0.262; number 9, H, carries 0.248; number 10, C, carries -0.919; number 11, H, carries 0.252; number 12, H, carries 0.261; number 13, H, carries 0.268; number 14, H, carries 0.240; number 15, H, carries 0.245; number 16, H, carries 0.246; number 17, C, carries 0.454; number 18, O, carries -0.422; number 19, Cl, carries -0.490; number 20, C, carries -0.636; number 21, C, carries -0.076; number 22, O, carries -0.672; number 23, C, carries -0.063; number 24, C, carries -0.651; number 25, H, carries 0.177; number 26, H, carries 0.289; number 27, H, carries 0.259; number 28, H, carries 0.204; number 29, H, carries 0.235; number 30, H, carries 0.225; number 31, H, carries 0.199; number 32, H, carries 0.230; number 33, H, carries 0.265; number 34, H, carries 0.207